No. 1
14
Properties=species:S:1:pos:R:3 method="wB97M-V/def2-TZVPD" lumo_ev="-1.776 / -1.776" e_tot_ha=-324.55435 relative_energy_kcal_mol=106.75 fmax_ev_per_a=1.00
O -0.60 1.49 -1.65
N -0.36 -3.03 0.93
C -0.85 1.74 -0.49
C -1.25 0.70 0.52
C 0.27 -2.05 0.82
C 1.59 -0.44 -0.45
C 1.05 -0.88 0.85
H 0.95 -0.58 -1.34
H -1.97 1.08 1.25
H -1.63 -0.19 0.02
H -0.35 0.44 1.12
H 2.44 -1.14 -0.56
H 2.00 0.57 -0.43
H -0.76 2.78 -0.11

No. 2
24
Properties=species:S:1:pos:R:3 method="wB97M-V/def2-TZVPD" lumo_ev=0.806 e_tot_ha=-480.75578 relative_energy_kcal_mol=0.94 fmax_ev_per_a=1.13 smiles="Cc1ccccc1.CC(N)=O"
O 3.40 -0.06 0.64
N 2.81 2.09 1.01
C 2.07 0.97 -1.01
C -2.47 -0.14 0.21
C -0.50 -1.43 -0.13
C -2.40 -1.75 -1.74
C -1.78 -1.10 -0.54
C -0.64 0.06 1.77
C -1.90 0.46 1.32
C 0.05 -0.86 1.01
C 2.84 0.95 0.27
H 3.25 2.08 1.92
H 2.59 1.36 -1.89
H -3.48 -1.87 -1.67
H 1.79 -0.05 -1.25
H -3.46 0.18 -0.08
H 1.14 1.54 -0.98
H -2.13 -1.19 -2.63
H 2.31 2.91 0.74
H -2.44 1.27 1.79
H -0.22 0.58 2.62
H 1.09 -1.09 1.26
H -2.05 -2.77 -1.94
H 0.12 -2.12 -0.69

No. 3
70
Properties=species:S:1:pos:R:3 method="wB97M-V/def2-TZVPD" charge=+1 lumo_ev="-3.043 / -4.674" multiplicity=6 e_tot_ha=-5258.44821 relative_energy_kcal_mol=0.00 fmax_ev_per_a=0.35
Ru 0.60 0.09 0.06
Se -1.90 0.02 -0.79
S 1.59 -1.56 -1.32
P 0.70 2.49 -1.00
F 0.51 -6.29 -2.79
F 1.40 -3.80 -3.22
F 0.30 -2.64 1.21
F -0.48 -6.99 -0.35
F -0.60 -5.13 1.63
O 2.50 1.04 0.41
O 4.00 1.62 1.96
N -1.64 -1.76 -3.04
N 0.67 5.01 0.06
N -2.47 -2.76 -1.31
N 0.87 0.07 2.33
N 2.08 4.64 -1.91
N -0.36 4.74 -2.14
C -0.02 -5.76 -0.56
C 0.94 5.02 -2.75
C 0.59 3.61 0.46
C 1.95 5.29 -0.61
C -1.71 -1.48 5.22
C 0.38 -3.54 0.21
C 0.49 -5.40 -1.80
C -1.97 -1.59 -1.75
C 2.97 1.09 1.62
C -0.60 3.30 -2.05
C 0.91 -3.14 -1.01
C -1.32 -0.73 2.96
C -1.93 -3.05 -3.42
C -0.42 5.38 -0.83
C 0.94 -4.11 -2.01
C 2.21 3.19 -1.79
C 1.79 -0.26 4.94
C 0.02 -0.43 3.28
C -2.46 -3.67 -2.34
C -2.16 -1.24 3.91
C -1.06 -0.74 -3.90
C 2.09 0.44 2.68
C 2.59 0.30 3.98
C 0.47 -0.63 4.61
C -0.08 -4.81 0.45
C -0.42 -1.17 5.56
C -3.00 -2.99 0.02
H 1.41 3.38 1.15
H 3.07 2.93 -1.18
H -1.59 3.11 -1.62
H -0.07 -0.47 -3.54
H -2.39 -1.89 5.96
H -0.59 2.86 -3.05
H -2.29 -2.64 0.77
H -1.71 0.14 -3.91
H 2.14 -0.40 5.95
H -3.95 -2.47 0.15
H 2.35 2.75 -2.78
H -0.35 3.44 0.99
H -0.99 -1.15 -4.90
H -0.38 6.46 -0.99
H -1.37 5.15 -0.36
H 2.77 4.98 0.03
H 3.60 0.64 4.17
H -0.06 -1.32 6.57
H 2.02 6.37 -0.76
H -1.68 -0.54 1.95
H 1.00 6.10 -2.92
H -3.16 -4.06 0.15
H -3.18 -1.46 3.65
H 1.01 4.51 -3.71
H -1.74 -3.41 -4.41
H -2.82 -4.68 -2.21